(1)
The following is a quantum chemistry calculation of 2 unconnected molecules or ions with the total composition C11H21BCl2NO in a non-equilibrium geometry, from the Open Molecules 2025 dataset.

Properties
HOMO level ... -4.5 eV
Net charge ... -1

Each line ends with the natural charge from an NBO analysis.
Element x y z (Å)
H -0.875686 0.597330 -3.420610  -0.076
H -0.001798 1.726855 0.511218  0.245
H -0.833665 1.496757 -1.722594  -0.086
H 0.624790 -0.594818 3.872282  0.233
H -3.185182 2.253722 4.095025  0.229
N -0.261543 1.021190 2.503075  -0.362
H 5.733837 -0.486084 -2.081326  0.218
H -2.011095 -2.063250 -2.955284  0.154
C 1.273570 0.105214 -0.952242  -0.384
H -2.682355 -0.049247 -0.754901  0.196
C 0.136457 -0.681505 -1.791433  -0.637
H 2.334394 -0.251976 -1.274233  0.172
C -1.427383 0.596683 4.497339  -0.314
H -1.635922 2.678825 1.638580  0.237
H 1.561292 1.826637 1.513115  0.187
H 0.476396 -1.102246 0.866328  0.218
Cl 4.555649 0.763811 -0.465776  -0.010
C 5.399606 -0.670924 -1.061486  -0.398
H 2.199167 -0.374769 1.045099  0.186
O -3.465699 -2.386081 -1.453360  -0.769
Cl 4.344252 -2.088903 -1.052256  -0.013
C -1.400618 1.933044 2.468502  -0.063
H -3.718694 -1.438149 -3.308659  0.143
H -0.285492 -1.514328 -1.124808  0.172
H -2.881644 -3.144026 -1.254845  0.459
C -2.908044 -1.519899 -2.485986  -0.055
H 0.643712 -1.140692 -2.723244  0.188
H -1.730420 0.169678 5.505527  0.210
C -0.180689 0.174898 3.668977  -0.102
C 0.623898 1.179888 1.312155  -0.218
C 1.128117 -0.193903 0.648874  -0.426
H -3.293775 0.717190 -2.319841  0.182
B -1.010874 0.435348 -2.238578  -0.139
C -2.543635 -0.064039 -1.904465  -0.648
H 1.275962 1.245763 -1.150059  0.198
C -2.235519 1.708543 3.771344  -0.337
H 6.258631 -0.866538 -0.421455  0.213

Atoms 1-2, force components in eV/Å:
-0.05 0.22 -0.83
0.96 -0.94 1.40

=====

(2)
The following is a quantum chemistry calculation of 2 unconnected molecules or ions with the total composition C7H23N6 in a non-equilibrium geometry, from the Open Molecules 2025 dataset.

Properties
HOMO level ... -11.1 eV
Energy above the lowest of the compared OMol25 structures with the same formula, charge and spin ... 5.088 eV
Net charge ... +1

Each line ends with the natural charge from an NBO analysis.
Element x y z (Å)
C -0.066219 -0.495381 0.433527  0.242
H -1.793506 0.591176 0.100065  0.379
H -3.478494 -0.848415 1.614254  0.200
H 1.484275 -1.980184 0.375507  0.410
H -0.252550 2.380586 -2.166528  0.224
H -0.058387 -2.337002 -0.315577  0.399
H -0.099532 1.643724 -3.613522  0.222
H -1.324278 -2.358856 2.977169  0.227
H -1.882039 -0.938352 0.102949  0.377
H -0.685747 2.077462 0.060378  0.403
H 3.155904 1.498900 -1.350210  0.384
H 0.507341 2.550686 1.246801  0.403
H 2.440879 2.223616 -2.695589  0.393
N 2.023388 0.776413 0.995299  -0.818
C -0.305362 -0.662169 1.979012  -0.448
N 1.228967 -0.702248 -2.429365  -0.788
C -1.514173 -1.669107 2.213346  -0.399
C -2.855153 -1.052150 2.461993  -0.615
N 2.374011 1.364370 -2.107093  -0.938
N 0.026253 1.890145 0.725582  -0.847
H 0.606429 -0.821194 -3.184278  0.407
H 2.509761 0.052952 0.552716  0.371
H -0.545298 0.365393 2.211444  0.220
C 1.066389 0.754924 -1.872754  0.183
N 0.614383 -1.663012 -0.112237  -0.864
H 1.021090 -1.321736 -1.567164  0.447
C -0.196485 1.386846 -2.549400  -0.700
H -1.055435 0.833877 -2.279992  0.253
H -3.442126 -1.732580 3.188884  0.230
H -1.612984 -2.252574 1.281477  0.160
H 2.206688 -0.743120 -2.833879  0.435
N -1.290894 -0.208911 -0.256074  -0.857
H 0.483257 -0.986467 2.614585  0.229
H -2.610679 -0.127212 2.896580  0.209
C 0.779794 0.831437 0.354015  0.481
H 2.540533 1.678163 0.948081  0.387

Atoms 1-2, force components in eV/Å:
2.10 1.68 2.75
0.41 0.35 0.26

=====

(3)
The following is a quantum chemistry calculation of a molecular structure, C42H115N10O12V in a non-equilibrium geometry, from the Open Molecules 2025 dataset.

Properties
Multiplicity ... 2
HOMO level (spin up / spin down) ... -10.6 / -10.6 eV
Energy above the lowest of the compared OMol25 structures with the same formula, charge and spin ... 0.000 eV
Net charge ... +1

Each line ends with the Mulliken spin population.
Element x y z (Å)
H -0.552950 6.632752 -2.664208  0.000
N 6.808610 -0.241458 4.018422  0.000
C 8.114920 1.539582 3.122602  0.000
H -1.501870 6.398852 3.354082  -0.001
C 6.693780 1.074112 3.417582  0.000
N 2.758400 -5.614398 0.595822  0.000
H 0.583760 1.790552 3.007902  0.001
O 0.452110 3.707952 2.383052  0.006
C -1.079330 5.257502 -1.028828  0.007
H -0.516820 0.980452 5.292962  0.000
H -2.517230 2.014522 -5.493868  0.000
H 0.136210 0.611492 -1.025098  0.001
H 1.184950 1.301442 -6.744368  0.000
H 2.212710 -6.123808 -0.084498  0.000
H -1.563050 7.645572 2.280882  0.000
O 4.590250 0.469202 2.346092  0.000
H 0.892890 -0.582688 4.398442  0.000
H 5.355590 -2.975288 0.741862  0.000
H -4.879190 1.850512 1.573732  0.005
H 3.701930 -5.658088 0.238122  0.000
H 8.807870 -3.688318 0.171912  0.000
H -6.260350 3.614662 -1.198368  0.000
H -3.949970 -0.950658 6.538982  0.000
H -1.767410 -3.754678 -7.949848  0.000
C -0.942950 1.962302 5.499082  -0.001
C -1.774820 1.172572 -3.618618  0.000
H 7.995550 -4.563238 -1.077418  0.000
H 0.907890 -2.055608 5.275422  0.000
N 6.271100 -3.373358 0.588612  0.000
H -4.228780 2.298402 -1.325628  -0.012
H -0.630120 -1.165348 0.724742  0.000
C 0.146450 0.769112 0.053392  0.003
H -0.565490 2.398532 6.423922  0.000
H 0.496790 -0.476488 1.839022  0.000
H -4.671150 6.485912 0.437432  0.000
H -0.908600 3.919162 4.551752  -0.002
H 7.266490 -1.743098 -0.044518  0.000
O 5.013810 -1.597448 -1.412148  0.000
H 1.044800 1.384132 0.106472  0.000
H 0.183900 0.271222 -3.282398  0.000
H -2.939370 -4.669268 -0.800738  0.000
N -1.375900 2.488892 -3.120748  -0.002
C 8.253700 -3.553878 -0.757028  0.000
H -2.869740 4.587562 -0.871418  0.015
C -0.519730 0.398782 -4.105028  0.000
H -1.295910 -2.649918 3.862862  0.000
H -6.251670 1.187082 -1.493678  0.000
H 0.947550 -0.356208 -6.098598  0.000
C 6.956940 -2.694338 -0.477438  0.000
H -0.368080 6.884522 -0.063828  0.000
H -2.011380 3.568152 -1.545638  0.005
H -0.829010 -1.590338 -8.734328  0.000
H -6.470140 0.850162 0.120122  0.000
C -1.112800 -3.484038 -5.941248  0.000
N -1.612910 -0.629368 3.482342  0.000
H 3.561420 0.986422 0.458112  0.000
H -1.014230 3.020232 -3.899848  0.000
H 5.950780 -3.381678 -2.191038  0.000
H 3.893700 -3.662738 1.811852  0.000
H -5.640790 -1.965098 3.392752  0.000
H 2.805090 0.036232 1.546992  0.000
H -1.913210 -1.626118 -7.571788  0.000
H -4.744490 -2.528508 6.447402  0.000
C 0.304680 -0.606938 0.774042  -0.001
H -6.019970 5.490022 1.304782  0.000
H 0.803200 -2.731238 -2.547918  0.000
H 0.177820 -3.853308 -1.416038  0.000
H -2.114840 0.510252 -2.822488  -0.001
C 6.118410 -2.423898 -1.698428  0.000
N -3.491860 -4.282738 -0.048778  0.000
H -2.444010 -4.381158 -3.833368  0.000
C -1.067940 -1.708478 4.362702  0.000
H 2.480980 -3.863848 2.790202  0.000
H 1.179210 -1.160188 0.431672  0.000
C -4.801150 2.152112 -0.409608  0.022
C 4.141940 -1.393648 -2.460578  0.000
C 1.698540 4.036312 1.766222  0.003
H 6.846010 -1.971978 -2.372578  0.000
H 2.201110 0.721172 -5.403038  0.000
H 6.567280 0.149952 1.588922  0.000
C 2.663120 -3.583828 -0.709778  0.000
O -2.951410 -2.412518 5.630322  0.000
H -1.985530 1.782902 5.761622  0.000
H -2.137700 6.992472 -0.168648  0.000
C 1.209970 0.673082 -5.854068  0.000
H -3.794310 1.729712 -4.207008  0.000
H 2.132940 4.857772 2.335952  0.001
H -1.035910 -4.547038 -5.712748  0.000
H -2.590640 -0.620338 3.229212  -0.001
H -6.177810 6.173202 -0.335898  0.000
H 4.638140 -0.645208 -3.078418  0.000
N -1.944640 4.198132 -0.759028  0.020
H 1.139290 -4.304008 0.872742  0.000
H 9.004130 -3.031978 -1.350798  0.000
C -0.846750 2.887762 4.204652  -0.003
H 1.555360 4.362692 0.736132  -0.002
O -4.866220 4.578792 -0.154838  0.005
H -1.856060 -2.634258 -3.625808  0.000
C -2.743680 -2.063158 -0.509628  0.000
H 0.793100 -2.106498 3.527242  0.000
H 7.190910 -0.922378 3.377872  0.000
C -0.905660 -3.311618 -7.450658  0.000
H -0.551100 2.276772 -2.577788  -0.001
C -5.483130 5.759952 0.395362  0.000
C 0.444380 -1.576028 4.413302  0.000
H 3.968190 -2.275188 -3.077658  0.000
H 2.343630 3.162062 1.678642  0.001
H -5.194300 -0.002848 -0.469628  0.000
H -5.119290 -2.501448 0.767482  0.000
H 3.740260 -3.421548 -0.748808  0.000
C -1.090620 6.668422 2.381302  0.002
O -3.026370 4.247262 1.834652  -0.247
C 2.811450 -3.533078 1.805582  0.000
H 2.698000 -2.449558 1.770752  0.000
C -5.662790 0.972412 -0.601918  0.001
H -0.056910 4.882302 -0.984218  -0.004
H -1.677220 1.428982 3.379812  -0.018
H -3.241080 0.459912 -5.188758  0.000
H -3.488070 -2.301128 7.635062  0.000
H 5.985270 1.824162 1.459292  0.000
C 3.813810 0.197682 1.166842  0.000
O -2.353120 -3.112138 -5.526608  0.000
H -3.951690 0.927222 0.729262  -0.007
H -0.818930 -0.551968 -4.546228  0.000
H -0.998250 -2.383718 6.295312  0.000
H 0.338060 -4.345358 -3.055768  0.000
O -1.227640 5.755232 1.319472  0.000
H -3.491890 -2.893618 -3.821848  0.000
N -4.165370 1.905482 0.861312  0.003
H -0.048350 6.930922 2.562582  0.000
H 3.180860 -0.987198 -2.145578  0.000
C 0.498430 2.783972 3.448292  0.013
H -2.276730 -2.995378 1.234272  0.000
H 8.229960 2.410882 2.477852  0.000
H 5.841200 -0.529988 4.049672  0.000
O -3.987390 -1.435048 2.131652  -0.002
N -1.901920 2.413482 3.399332  0.026
H -1.391320 -0.799258 2.511712  0.000
H 4.237570 -0.741778 0.811952  0.000
H -1.658970 -0.753548 6.271952  0.000
C -2.891250 1.368842 -4.699318  0.000
O 2.161630 -4.279928 -1.827988  0.000
H -5.070750 -0.277508 3.641072  0.000
C 2.203800 -4.249128 0.644902  0.000
O 0.218910 1.236982 -5.046098  0.000
H -1.790510 -2.345898 -0.956448  0.000
C -5.679300 3.434102 -0.293998  0.004
H -3.721850 -5.028908 0.591882  0.000
C -2.537280 -3.331798 -4.113108  0.000
C 5.961040 0.919502 2.066822  0.000
H -1.314880 5.084572 -3.187538  0.000
V -2.092360 3.157202 1.247052  1.165
H 2.464320 -2.512158 -0.699778  0.000
H 6.259030 1.805502 4.098872  0.000
H 6.017700 -4.271818 0.203042  0.000
H -4.454170 -3.354988 2.205082  0.000
H -2.768020 2.450982 3.917572  0.010
C -1.694780 -1.724298 5.777522  0.000
C -4.260010 -2.615318 1.428362  0.000
C -3.793850 -2.025928 6.625682  0.000
C 0.848500 -3.784908 -2.272538  0.000
C -1.277830 5.856562 -2.418928  -0.002
N -0.952960 -1.867578 -7.771058  0.000
C -1.298510 6.322942 0.020022  0.003
C -3.099660 -2.988498 0.519542  0.000
H 1.126340 -3.466218 -7.402068  0.000
H 0.448860 -3.632288 -9.054078  0.000
H 0.476820 -5.030248 -8.077448  0.000
H 8.638700 1.535052 4.078492  0.000
H -3.555890 -2.008308 -1.234478  0.000
H -2.203260 6.423782 -2.518668  0.000
C 0.363940 -3.947958 -8.014248  0.000
H -2.730800 -1.040618 -0.132348  0.000
H 1.304210 3.117062 4.102402  0.001
H 8.568150 0.705392 2.587062  0.000
C -5.146220 -1.106878 2.937822  0.000
H -5.925520 -0.714278 2.284632  0.000
H -6.477020 3.251152 0.425912  0.000
O -0.993900 1.500022 0.384642  -0.014
H -0.380520 -2.920728 -5.362838  0.000

Atoms 1-2, force components in eV/Å:
0.49 -0.37 0.02
-1.14 0.09 0.95

=====

(4)
The following is a quantum chemistry calculation of 2 unconnected molecules or ions with the total composition C3H9N2O2, from the Open Molecules 2025 dataset.

Properties
HOMO level ... -14.2 eV
Energy above the lowest of the compared OMol25 structures with the same formula, charge and spin ... 0.454 eV
Net charge ... +1

Each line ends with the natural charge from an NBO analysis.
Element x y z (Å)
C 1.305679 0.340075 -0.806454  -0.223
O -1.584397 -1.480086 -0.131412  -0.977
C 1.328542 0.114040 0.719885  -0.222
H 2.031733 1.089889 -1.128135  0.228
H 1.452766 -0.940940 0.975878  0.222
O -1.965062 1.300522 0.105702  -0.598
H 2.106444 0.694477 1.219397  0.231
C -0.737701 0.887417 0.085116  0.839
N -0.047887 0.822591 -1.035912  -0.550
H -2.399631 1.237919 0.969079  0.526
H 1.478303 -0.581183 -1.364417  0.229
H -0.308622 0.497763 2.082532  0.435
H -2.247061 -1.613192 -0.814444  0.492
H -1.495818 -2.331780 0.306596  0.493
N 0.010945 0.579311 1.131486  -0.569
H -0.435642 0.980776 -1.950018  0.444

Atoms 1-2, force components in eV/Å:
0.38 -0.05 -0.16
0.01 -0.17 0.09

=====

(5)
The following is a quantum chemistry calculation of C5H12N2 in the gas phase in a non-equilibrium geometry, from the Open Molecules 2025 dataset.

Properties
HOMO level ... -7.4 eV
SMILES string ... CCC/C(N)=C/N
Energy above the lowest of the compared OMol25 structures with the same formula, charge and spin ... 3.395 eV

Each line ends with the natural charge from an NBO analysis.
Element x y z (Å)
H 0.851037 0.573356 -1.248539  0.386
N 0.566475 -0.457481 -1.323207  -0.871
H -0.359905 1.909798 1.681374  0.211
C 0.199823 2.504970 -0.169720  -0.610
H 1.982791 0.231108 0.547077  0.229
H 0.831018 -0.164136 1.959072  0.222
C -0.178368 1.346015 0.725197  -0.426
C 0.895087 0.198624 0.896301  -0.454
C 0.305558 -0.973497 -0.013591  0.185
H -2.167933 -2.378375 -0.199989  0.358
H 1.264844 3.035236 0.083846  0.208
H -0.194503 -2.765538 1.091551  0.167
H 0.561774 2.170086 -1.191571  0.188
H -1.218405 -3.642380 -0.612323  0.358
H -1.032833 0.736698 0.527444  0.226
H -0.493717 3.380352 -0.153194  0.230
H -0.193767 -0.882232 -1.922241  0.410
N -1.304358 -2.629713 -0.800547  -0.827
C -0.314621 -2.192883 0.123061  -0.191

Atoms 1-2, force components in eV/Å:
-1.41 -2.55 -1.21
-1.45 -0.18 0.65